1.
{
  "formula": "C19H23NO4",
  "method": "ωB97M-V with the def2-TZVPD basis set",
  "gap_ha": 0.3484,
  "e_lumo_ev": 0.561,
  "largest_force_ev_per_a": 1.09,
  "smiles": "Cc1ccc(CNC(=O)[C@H](CC(C)C)OC(=O)c2ccco2)cc1",
  "de_lowest_kcal_mol": 14.0,
  "total_charge": 0,
  "elements": ["C", "C", "C", "C", "C", "C", "N", "C", "O", "C", "C", "C", "C", "C", "O", "C", "O", "C", "C", "C", "C", "O", "C", "C", "H", "H", "H", "H", "H", "H", "H", "H", "H", "H", "H", "H", "H", "H", "H", "H", "H", "H", "H", "H", "H", "H", "H"],
  "positions_angstrom": [[-3.84482, -4.21903, -1.49127], [-2.52589, -3.50755, -1.48682], [-2.44271, -2.13965, -1.26836], [-1.22000, -1.49303, -1.26916], [-0.04551, -2.20218, -1.48253], [1.28951, -1.50192, -1.47563], [1.31855, -0.41605, -0.52306], [1.44243, 0.87211, -0.89024], [1.75777, 1.24220, -2.00085], [1.13602, 1.84408, 0.25485], [2.22494, 1.92797, 1.33166], [3.61090, 2.39096, 0.85778], [4.39227, 1.27503, 0.16684], [3.52498, 3.61881, -0.04519], [-0.07304, 1.35038, 0.85410], [-0.94651, 2.23919, 1.34261], [-0.76875, 3.43064, 1.38789], [-2.16345, 1.56367, 1.80145], [-3.30535, 2.08432, 2.36131], [-4.16557, 0.98987, 2.57765], [-3.48804, -0.11038, 2.13516], [-2.28445, 0.22339, 1.66828], [-0.12466, -3.57166, -1.70113], [-1.34821, -4.21331, -1.70710], [-4.02432, -4.67543, -2.46404], [-3.85165, -5.01403, -0.74645], [-4.65972, -3.53239, -1.27617], [-3.34478, -1.56874, -1.09835], [-1.18106, -0.42682, -1.10105], [2.08746, -2.21667, -1.24462], [1.49607, -1.05948, -2.45678], [0.93903, -0.60859, 0.39198], [0.94161, 2.83785, -0.16168], [2.31568, 0.94838, 1.80895], [1.85727, 2.63241, 2.08309], [4.16186, 2.66859, 1.76523], [4.43492, 0.38542, 0.79221], [5.41072, 1.60415, -0.02669], [3.93831, 1.01352, -0.78358], [3.09742, 3.35158, -1.00798], [2.91293, 4.39259, 0.41248], [4.51920, 4.02487, -0.21642], [-3.48455, 3.11666, 2.57866], [-5.14859, 1.01473, 3.00037], [-3.75492, -1.14896, 2.10386], [0.77989, -4.13845, -1.87062], [-1.39319, -5.27908, -1.88066]]
}

2.
{
  "formula": "C19H23NPZn",
  "method": "ωB97M-V with the def2-TZVPD basis set",
  "gap_ha": [0.1420, 0.1346],
  "e_lumo_ev": [2.882, 2.743],
  "largest_force_ev_per_a": 3.85,
  "total_charge": -1,
  "elements": ["C", "Zn", "N", "H", "H", "H", "H", "H", "H", "H", "H", "C", "C", "C", "C", "C", "C", "P", "C", "C", "C", "C", "C", "C", "C", "C", "C", "C", "C", "C", "H", "H", "H", "H", "H", "H", "H", "H", "H", "H", "H", "H", "H", "H", "H"],
  "positions_angstrom": [[-1.78438, -0.08356, -0.83792], [0.82776, 1.03053, -0.19803], [2.51477, 1.41443, -0.97850], [-4.39421, -1.17867, -1.46216], [-3.66312, -0.88291, -1.28360], [-1.97594, -0.27440, 0.27408], [-1.22195, -0.86417, -1.43708], [-2.03468, 0.92351, -1.30663], [3.19016, 1.00892, -0.33072], [2.60649, 2.42772, -0.98039], [2.61820, 1.02334, -1.91144], [0.89873, 5.40497, 3.68682], [1.36647, 5.11657, 2.39792], [1.33905, 3.81065, 1.90599], [0.83673, 2.76352, 2.70284], [0.37267, 3.05221, 4.00034], [0.40625, 4.36484, 4.48669], [0.86541, 1.05924, 2.04774], [2.49799, 0.39801, 2.53924], [3.13923, -0.55550, 1.72229], [4.43662, -0.96407, 2.02762], [5.09003, -0.48477, 3.16793], [4.43476, 0.43064, 4.00342], [3.14952, 0.87728, 3.68507], [-0.36688, 0.19015, 3.03980], [-0.07333, -1.03006, 3.67642], [-1.05805, -1.68723, 4.41244], [-2.36086, -1.18693, 4.47872], [-2.66377, -0.00092, 3.80343], [-1.68332, 0.68456, 3.08876], [0.90288, 6.43234, 4.06422], [1.74039, 5.91592, 1.75313], [1.69147, 3.60930, 0.88298], [-0.02828, 2.25280, 4.62804], [0.02063, 4.57134, 5.48631], [2.61974, -0.99364, 0.85580], [4.92492, -1.67844, 1.36115], [6.10096, -0.82350, 3.41361], [4.92173, 0.79748, 4.90738], [2.65279, 1.61125, 4.32521], [0.93822, -1.43339, 3.63718], [-0.81342, -2.61454, 4.92623], [-3.13224, -1.71637, 5.04295], [-3.67272, 0.40226, 3.82808], [-1.93164, 1.61288, 2.57065]]
}

3.
{
  "formula": "C19H24AsFIrN3O4S4",
  "method": "ωB97M-V with the def2-TZVPD basis set",
  "gap_ha": [0.1997, 0.2356],
  "multiplicity": 6,
  "e_lumo_ev": [-3.553, -3.585],
  "largest_force_ev_per_a": 0.17,
  "de_lowest_kcal_mol": 12.1,
  "total_charge": 1,
  "elements": ["Ir", "F", "C", "C", "C", "C", "O", "C", "C", "N", "C", "C", "C", "C", "C", "C", "N", "C", "C", "N", "C", "C", "C", "O", "O", "H", "H", "H", "H", "H", "H", "H", "H", "H", "H", "H", "H", "H", "H", "H", "H", "H", "H", "S", "As", "S", "S", "S", "C", "C", "O", "H", "H", "H", "H", "H", "H"],
  "positions_angstrom": [[-0.36244, 0.31594, 0.31364], [6.07513, -2.40402, -0.18743], [5.74035, -1.10512, -0.34617], [4.41909, -0.76428, -0.39344], [4.04332, 0.57548, -0.49596], [2.61126, 0.91953, -0.50040], [1.78398, -0.00848, -0.40433], [2.31621, 2.31216, -0.58266], [3.34609, 3.20266, -0.63793], [4.65746, 2.88888, -0.65094], [5.64914, 3.94252, -0.67952], [5.42600, 5.11099, -1.58353], [6.49366, 4.11029, -1.91087], [5.03710, 1.55898, -0.55942], [6.38459, 1.18340, -0.53379], [6.75475, -0.14342, -0.42391], [8.14047, -0.46054, -0.38257], [8.91252, -0.01483, 0.76823], [10.27530, 0.46725, 0.25374], [10.55020, -0.24301, -1.04827], [10.14495, -1.68555, -0.96996], [8.61099, -1.75278, -0.86717], [0.93056, 2.93387, -0.67858], [0.85623, 4.14112, -0.76804], [-0.08034, 2.12536, -0.68847], [3.65130, -1.52278, -0.32027], [3.09648, 4.25389, -0.68945], [6.10576, 4.13120, 0.28487], [5.71550, 6.08264, -1.21205], [4.54057, 5.10706, -2.20330], [7.52932, 4.39356, -1.78041], [6.29476, 3.43634, -2.73359], [7.15597, 1.93634, -0.61382], [9.03953, -0.82123, 1.50078], [8.40278, 0.80212, 1.27144], [11.09129, 0.23806, 0.93574], [10.27768, 1.53325, 0.03577], [11.53180, -0.14993, -1.30742], [9.98470, 0.20391, -1.77257], [10.63688, -2.09328, -0.08914], [10.52031, -2.20333, -1.84881], [8.35448, -2.58921, -0.21401], [8.16741, -1.94440, -1.84351], [-2.49863, -1.60580, 4.00710], [-2.19141, 0.13775, 2.89551], [-2.58459, 0.04854, 0.70950], [-0.05790, 0.70533, 2.58917], [-3.40374, 1.33428, 4.12780], [-0.07857, -4.44430, 0.15710], [0.58718, -3.12612, -0.16485], [0.06650, -2.06867, 0.64935], [0.30487, -5.22973, -0.49524], [-1.15663, -4.37081, 0.01882], [0.11874, -4.73987, 1.18974], [0.38731, -2.82388, -1.19152], [1.67173, -3.18703, -0.03631], [0.11062, -2.29430, 1.58632]]
}

4.
{
  "formula": "C19H24AsN4O2S5W",
  "method": "ωB97M-V with the def2-TZVPD basis set",
  "gap_ha": 0.2021,
  "e_lumo_ev": -4.150,
  "largest_force_ev_per_a": 3.82,
  "total_charge": 1,
  "elements": ["W", "C", "C", "O", "N", "C", "C", "C", "C", "C", "C", "N", "H", "H", "H", "H", "H", "H", "H", "H", "H", "H", "N", "C", "C", "C", "C", "C", "C", "C", "C", "N", "C", "H", "H", "H", "H", "H", "H", "H", "H", "S", "As", "S", "S", "S", "C", "S", "C", "O", "H", "H", "H", "H", "H", "H"],
  "positions_angstrom": [[-0.11640, -0.36394, -0.40286], [0.26905, 1.93041, 3.49954], [0.98321, 1.49987, 2.25363], [0.34726, 1.18911, 1.19325], [2.32140, 1.56308, 2.24394], [3.13689, 1.48598, 1.04508], [3.55123, 0.09572, 0.62636], [4.91250, -0.17662, 0.55434], [5.36313, -1.41691, 0.13617], [4.41044, -2.38519, -0.12909], [3.07767, -2.04467, -0.01080], [2.61317, -0.81900, 0.30525], [-0.69816, 2.35454, 3.23317], [0.85204, 2.67147, 4.04120], [0.08032, 1.08804, 4.16658], [2.79633, 1.77832, 3.10706], [4.03550, 2.07899, 1.21774], [2.58104, 1.93662, 0.20706], [5.61965, 0.59624, 0.81098], [6.41796, -1.62430, 0.04595], [4.67248, -3.38406, -0.43630], [2.33914, -2.82316, -0.15962], [-2.45405, -1.28559, -0.29540], [-2.80594, -1.39562, 1.11124], [-4.11919, -1.58113, 1.52327], [-4.40320, -1.78107, 2.86750], [-3.38132, -1.79210, 3.79148], [-2.04697, -1.58651, 3.40663], [-0.97720, -1.64059, 4.33058], [0.31187, -1.52502, 3.84153], [0.53799, -1.28205, 2.50492], [-0.45811, -1.13329, 1.55735], [-1.75199, -1.35396, 2.03362], [-3.22352, -0.83302, -0.80511], [-2.39468, -2.24173, -0.68924], [-4.91025, -1.60167, 0.78675], [-5.42395, -1.94582, 3.17596], [-3.59076, -1.97703, 4.83231], [-1.17065, -1.82465, 5.37357], [1.16214, -1.62852, 4.49707], [1.55239, -1.25313, 2.12938], [1.72239, -2.36783, -4.14887], [0.87690, -1.39627, -2.44940], [0.10582, -2.82228, -0.78303], [1.19332, 1.30842, -1.48273], [-1.13326, -0.55718, -2.79930], [-1.42690, 2.70544, -2.54282], [-0.99447, 2.48064, -0.79538], [-2.48296, 3.37236, -0.18352], [-1.47974, 1.04551, -0.45923], [-2.34674, 2.16860, -2.75568], [-0.62097, 2.33016, -3.16921], [-1.55657, 3.76849, -2.71315], [-2.34543, 4.42820, -0.38464], [-2.54436, 3.21752, 0.88784], [-3.38186, 3.00574, -0.66621]]
}

5.
{
  "formula": "C19H24BN6O2S3SbSe4Zr",
  "method": "ωB97M-V with the def2-TZVPD basis set",
  "gap_ha": 0.2044,
  "e_lumo_ev": 3.733,
  "largest_force_ev_per_a": 1.17,
  "de_lowest_kcal_mol": 25.3,
  "total_charge": -2,
  "elements": ["Zr", "B", "N", "C", "C", "C", "N", "N", "C", "C", "C", "N", "H", "H", "H", "H", "H", "H", "H", "H", "O", "C", "C", "C", "C", "C", "C", "C", "N", "C", "C", "N", "H", "H", "H", "H", "H", "H", "H", "C", "S", "C", "H", "H", "H", "H", "H", "H", "C", "O", "C", "S", "S", "H", "H", "H", "Se", "Sb", "Se", "Se", "Se"],
  "positions_angstrom": [[-0.41098, -0.27355, 0.21642], [-1.68063, -2.87766, 1.24695], [-2.74882, -1.73368, 1.29903], [-3.73098, -1.48305, 2.16218], [-4.32395, -0.27646, 1.81616], [-3.60751, 0.16347, 0.70145], [-2.66184, -0.72334, 0.38471], [-0.46222, -2.56891, 2.18058], [-0.24846, -2.86892, 3.46265], [0.98800, -2.35879, 3.82816], [1.45401, -1.72629, 2.67266], [0.58210, -1.86490, 1.68136], [-2.17551, -3.93249, 1.55123], [-1.23804, -2.85265, 0.12524], [-3.94808, -2.17590, 2.95902], [-5.14711, 0.21787, 2.30150], [-3.68703, 1.07847, 0.13417], [-0.97578, -3.43599, 4.02043], [1.47250, -2.42546, 4.78682], [2.35457, -1.15788, 2.50921], [-0.62794, 0.54383, 2.05581], [-0.36019, 1.76938, 2.48540], [-1.19338, 2.36613, 3.43687], [-0.95783, 3.65856, 3.86250], [0.12124, 4.38059, 3.36623], [0.96038, 3.79411, 2.43839], [0.73868, 2.49250, 1.98059], [1.61908, 1.91317, 0.96185], [1.67082, 0.63376, 0.57341], [2.63233, 0.55543, -0.41594], [3.14648, 1.78946, -0.62605], [2.50635, 2.62882, 0.25710], [-2.04776, 1.79840, 3.78263], [-1.63933, 4.12053, 4.56768], [0.28809, 5.40522, 3.67072], [1.78202, 4.36915, 2.03405], [2.84424, -0.37747, -0.91178], [3.86694, 2.15716, -1.33421], [2.38541, 3.65075, 0.09854], [2.51538, -4.67309, -1.99412], [2.54707, -3.88991, -0.37492], [3.80170, -4.93531, 0.39327], [2.15000, -5.69907, -1.92141], [3.50779, -4.66571, -2.44798], [1.84302, -4.08749, -2.62028], [4.75297, -4.87251, -0.13913], [3.48196, -5.97883, 0.43220], [3.94839, -4.58023, 1.41313], [1.72861, 1.00023, -4.01050], [1.17028, 0.17646, -2.98683], [1.06517, -1.12587, -3.14338], [1.69583, -1.96296, -4.43475], [0.20755, -1.89913, -1.84771], [1.57232, 2.01867, -3.66315], [1.19745, 0.83465, -4.94613], [2.78502, 0.76384, -4.14440], [-1.67398, 4.42359, -3.82565], [-0.88441, 4.48382, -1.54853], [-0.96904, 1.77259, -1.06755], [-2.35752, 5.17868, 0.23039], [1.40018, 5.40359, -1.41180]]
}

What did the fifth record say?
{
  "formula": "C19H24BN6O2S3SbSe4Zr",
  "method": "ωB97M-V with the def2-TZVPD basis set",
  "gap_ha": 0.2044,
  "e_lumo_ev": 3.733,
  "largest_force_ev_per_a": 1.17,
  "de_lowest_kcal_mol": 25.3,
  "total_charge": -2,
  "elements": ["Zr", "B", "N", "C", "C", "C", "N", "N", "C", "C", "C", "N", "H", "H", "H", "H", "H", "H", "H", "H", "O", "C", "C", "C", "C", "C", "C", "C", "N", "C", "C", "N", "H", "H", "H", "H", "H", "H", "H", "C", "S", "C", "H", "H", "H", "H", "H", "H", "C", "O", "C", "S", "S", "H", "H", "H", "Se", "Sb", "Se", "Se", "Se"],
  "positions_angstrom": [[-0.41098, -0.27355, 0.21642], [-1.68063, -2.87766, 1.24695], [-2.74882, -1.73368, 1.29903], [-3.73098, -1.48305, 2.16218], [-4.32395, -0.27646, 1.81616], [-3.60751, 0.16347, 0.70145], [-2.66184, -0.72334, 0.38471], [-0.46222, -2.56891, 2.18058], [-0.24846, -2.86892, 3.46265], [0.98800, -2.35879, 3.82816], [1.45401, -1.72629, 2.67266], [0.58210, -1.86490, 1.68136], [-2.17551, -3.93249, 1.55123], [-1.23804, -2.85265, 0.12524], [-3.94808, -2.17590, 2.95902], [-5.14711, 0.21787, 2.30150], [-3.68703, 1.07847, 0.13417], [-0.97578, -3.43599, 4.02043], [1.47250, -2.42546, 4.78682], [2.35457, -1.15788, 2.50921], [-0.62794, 0.54383, 2.05581], [-0.36019, 1.76938, 2.48540], [-1.19338, 2.36613, 3.43687], [-0.95783, 3.65856, 3.86250], [0.12124, 4.38059, 3.36623], [0.96038, 3.79411, 2.43839], [0.73868, 2.49250, 1.98059], [1.61908, 1.91317, 0.96185], [1.67082, 0.63376, 0.57341], [2.63233, 0.55543, -0.41594], [3.14648, 1.78946, -0.62605], [2.50635, 2.62882, 0.25710], [-2.04776, 1.79840, 3.78263], [-1.63933, 4.12053, 4.56768], [0.28809, 5.40522, 3.67072], [1.78202, 4.36915, 2.03405], [2.84424, -0.37747, -0.91178], [3.86694, 2.15716, -1.33421], [2.38541, 3.65075, 0.09854], [2.51538, -4.67309, -1.99412], [2.54707, -3.88991, -0.37492], [3.80170, -4.93531, 0.39327], [2.15000, -5.69907, -1.92141], [3.50779, -4.66571, -2.44798], [1.84302, -4.08749, -2.62028], [4.75297, -4.87251, -0.13913], [3.48196, -5.97883, 0.43220], [3.94839, -4.58023, 1.41313], [1.72861, 1.00023, -4.01050], [1.17028, 0.17646, -2.98683], [1.06517, -1.12587, -3.14338], [1.69583, -1.96296, -4.43475], [0.20755, -1.89913, -1.84771], [1.57232, 2.01867, -3.66315], [1.19745, 0.83465, -4.94613], [2.78502, 0.76384, -4.14440], [-1.67398, 4.42359, -3.82565], [-0.88441, 4.48382, -1.54853], [-0.96904, 1.77259, -1.06755], [-2.35752, 5.17868, 0.23039], [1.40018, 5.40359, -1.41180]]
}